6
Properties=species:S:1:pos:R:3 method="wB97M-V/def2-TZVPD" multiplicity=1 lumo_energy_ha="-0.0280 / -0.0720" relative_energy_kj_mol=509.72 total_energy_ev=-144669.620
C -0.619 0.262 -0.164
N 0.552 -0.299 -0.047
O 0.696 -1.534 -0.033
Br -0.810 2.124 -0.138
Br -2.048 -0.926 -0.054
H 2.229 0.374 0.436